[1]
Molecular formula: C47H73IN4O20
Method: DFT, wB97M-V/def2-TZVPD

The geometry in XYZ format:
```
145
Properties=species:S:1:pos:R:3:forces:R:3
C 6.5384 -5.6024 3.5452 0.0982 -0.8031 0.9444
O 7.3166 -4.8400 2.5998 -1.4983 0.2483 0.7063
C 6.6524 -3.5523 2.3626 0.2586 -0.4193 -0.6582
C 7.2811 -2.9483 1.0163 0.6812 -0.3215 0.0097
C 7.7416 -1.4134 1.1142 -0.9393 -0.0760 -0.2789
C 6.6608 -0.4533 1.8462 0.5608 0.1811 -0.7042
C 6.7966 1.0113 1.1648 -0.3443 0.3124 0.7889
C 6.2899 2.1831 2.1842 -0.3762 -1.1666 -1.0319
C 4.6758 2.2146 2.0710 0.3019 -0.5266 -0.1767
C 4.1339 3.2248 0.9424 0.3965 0.7505 0.6509
C 2.6384 3.7588 1.1886 0.3287 0.1929 -0.6389
C 1.4830 2.7565 0.7016 -0.5839 0.1875 1.5727
C 1.2852 1.5803 1.8173 0.1251 -0.3060 -0.5518
C 0.0472 0.6289 1.4480 -1.9698 -2.2180 -0.7946
C -1.3150 0.6267 2.2477 0.1139 -1.7257 -2.1662
I -1.5196 1.9753 3.9793 0.3881 -1.1439 -1.4405
C -2.5217 -0.2877 1.9141 3.4319 -0.4110 -3.4759
N -3.8211 -0.3288 2.6053 2.0898 1.0234 1.7738
C -3.7511 -0.8428 3.9805 -3.0795 -0.6245 3.3294
C -2.4553 -1.4928 4.6762 -0.0508 -0.0122 0.1698
O -4.8022 -0.8334 4.6946 3.8617 0.1748 -3.1835
C -4.6005 0.9158 2.4687 -1.9669 3.1287 0.1260
C -5.2824 1.1688 1.0158 0.1875 -0.9006 1.1206
O -4.8248 1.7697 3.3543 1.0958 -3.5865 -2.4944
C -2.3740 -1.2556 0.6735 1.5532 1.0348 -0.0899
C -3.6559 -2.1779 0.2910 0.2897 1.1722 0.5772
C -3.5929 -3.5362 1.1964 -0.7867 1.0132 -2.0140
N -4.7673 -3.5124 2.1319 1.4479 -0.7135 0.3652
N -3.6871 -4.6839 0.2394 0.4028 -0.0309 1.2439
N -2.2726 -3.5272 1.8946 -1.5065 -1.7500 0.4016
C -1.0464 -1.3323 -0.1670 -0.1233 2.3315 2.5126
C 0.1520 -0.3872 0.2524 -2.2537 -0.1964 0.5916
C 1.4783 -0.5504 -0.6335 3.2568 0.4600 0.3095
O 2.6411 -0.2406 -0.2119 -4.5014 -0.8469 -1.1782
C 1.4582 -1.1717 -2.1212 -0.9198 -1.4566 -2.8464
C 2.5795 -0.9402 -3.1620 -1.6881 -1.8011 -1.1412
C 2.5597 -1.5919 -4.5940 -3.3003 -1.1512 2.3081
C 1.3673 -2.5148 -4.9975 -0.0549 1.8279 4.1925
C 0.2256 -2.7405 -3.9376 2.4648 1.7013 0.6935
C 0.2749 -2.0860 -2.5343 2.3259 1.2899 -0.9291
C -0.8522 -2.3289 -1.4045 -0.7738 -2.7332 -1.0344
O -1.5332 -3.3893 -1.5649 2.0355 4.0694 1.0627
H 6.3912 -5.0146 4.5325 0.0256 -0.7862 -1.5553
H 7.0935 -6.5711 3.8419 -0.5865 1.6495 -0.7123
H 5.5224 -5.9497 3.1253 1.3649 0.8119 0.5061
H 6.8295 -2.8937 3.2916 -0.4521 -0.7996 -1.4412
H 5.5372 -3.7903 2.1956 1.5052 0.6966 0.4697
H 8.2199 -3.5825 0.7794 -1.4988 0.9371 0.4601
H 6.5677 -3.1380 0.1283 0.9763 0.5399 1.4907
H 8.7609 -1.3326 1.6275 -1.4431 -0.0901 -0.6567
H 7.8494 -1.0044 0.0401 -0.0044 -0.7306 1.6301
H 5.5944 -0.8528 1.6978 1.5405 0.5307 0.1181
H 6.8412 -0.4150 2.9775 -0.1418 0.0476 -1.5928
H 7.8792 1.2002 0.8077 -1.6842 -0.3735 0.6484
H 6.0943 1.0258 0.2612 1.1627 0.0037 1.0128
H 6.7543 3.1888 1.8980 -0.6861 -1.3435 0.5573
H 6.6166 1.8463 3.2248 -0.4315 0.7899 -1.2847
H 4.2295 2.4039 3.1113 0.4327 0.0699 -1.6089
H 4.3551 1.1538 1.7652 0.3869 1.4610 0.6002
H 4.8257 4.1501 0.9815 -1.0421 -1.3231 -0.0824
H 4.2527 2.7986 -0.1214 -0.2820 0.4370 1.6644
H 2.5393 4.7573 0.6142 0.0162 -1.6243 0.7687
H 2.5071 4.0438 2.3036 0.1220 -0.6523 -1.7309
H 0.4956 3.3594 0.7452 1.5024 -1.0071 -0.4233
H 1.6413 2.3132 -0.3364 -0.0775 0.7583 1.3904
H 1.1724 2.1222 2.8142 -0.3152 -0.9599 -1.2936
H 2.2321 0.9242 1.9210 -1.6717 1.0450 -0.4132
H -1.4738 -0.9789 4.4135 -1.3481 -0.9732 0.0367
H -2.4217 -2.6293 4.4714 0.0076 1.9999 0.0772
H -2.5795 -1.3798 5.8202 -0.1682 -0.0348 -2.0149
H -4.5187 1.0499 0.1763 -1.1799 0.2242 1.0536
H -5.7992 2.1827 1.0523 1.0143 -1.3409 -0.1266
H -6.1078 0.3690 0.9229 1.3540 1.1058 -0.0298
H -3.7161 -2.3970 -0.8273 0.4820 0.1283 1.7185
H -4.6021 -1.5689 0.5524 1.5665 -1.0288 -0.2413
H -5.6418 -3.6790 1.6109 0.7312 0.2120 0.2124
H -4.6352 -4.3543 2.7266 -0.4230 0.6401 -0.3866
H -4.6723 -4.7921 -0.0440 0.7280 -0.1570 0.2239
H -3.3811 -5.5158 0.7837 -0.6582 0.4845 -0.7093
H -2.4385 -4.0178 2.7917 0.3464 0.3569 -0.5213
H -1.6442 -4.1542 1.3608 -0.4128 0.6314 0.2156
H 3.5014 -0.3071 -2.9313 -1.6435 -0.9570 -0.1102
H 3.3946 -1.4446 -5.3610 -1.2513 0.0414 1.5010
H 1.3070 -3.0357 -6.0127 0.1199 0.9465 1.7075
H -0.6697 -3.3988 -4.1923 1.4470 1.0160 0.4439
C -5.8810 2.0262 -5.1065 -0.3869 0.2570 -0.0734
O -4.6408 1.3211 -5.1118 0.1994 -0.2495 0.3318
C -4.4023 0.6170 -3.9920 0.1178 -0.0476 -0.0969
O -5.1298 0.5452 -3.0307 0.2890 0.0520 -0.3619
O -3.2130 0.0079 -4.1288 -0.4324 0.3323 -0.0875
C -2.8285 -0.7815 -3.0036 0.0380 -0.1690 0.1989
H -5.9670 2.5566 -6.0555 0.2619 -0.1742 0.0488
H -6.7193 1.3312 -5.0217 0.1120 0.0880 0.1552
H -5.9039 2.7598 -4.2974 -0.0576 -0.1995 0.0100
H -3.5459 -1.5882 -2.8362 0.0043 0.1818 0.0274
H -2.7308 -0.1587 -2.1112 -0.1723 -0.0700 -0.0529
H -1.8591 -1.2238 -3.2229 -0.2601 0.3047 -0.3736
C 2.5414 6.1570 -3.5558 0.3105 0.2720 0.1686
O 1.6413 5.3037 -4.2609 -0.3213 -0.2289 0.0916
C 0.6361 4.8196 -3.5098 -0.0684 -0.0746 -0.0520
O 0.4536 5.0463 -2.3389 0.1160 -0.0921 -0.4946
O -0.1284 4.0385 -4.2918 0.3721 0.3040 0.1536
C -1.2430 3.4506 -3.6216 -0.4119 -0.2454 0.1218
H 3.3080 6.4863 -4.2583 -0.2195 -0.1881 -0.1099
H 2.0196 7.0380 -3.1757 0.0236 -0.1874 0.0958
H 3.0285 5.6151 -2.7419 -0.1789 0.0990 0.0150
H -1.9166 4.2230 -3.2435 0.1762 -0.0689 0.1079
H -0.9062 2.8006 -2.8106 -0.0250 0.1903 0.0266
H -1.7863 2.8437 -4.3472 0.2588 0.1241 -0.1088
C -2.7447 9.2057 3.8582 0.2257 0.3402 -0.0226
O -3.7012 8.1645 4.0439 0.0349 -0.3482 -0.0999
C -3.3074 6.9653 3.5800 -0.1862 -0.1535 0.0477
O -2.2526 6.7241 3.0444 -0.3978 0.1517 0.2295
O -4.2923 6.0838 3.8167 0.3409 0.5529 -0.0617
C -4.0097 4.7561 3.3723 -0.1311 -0.4314 -0.0233
H -3.1674 10.1237 4.2684 -0.1762 -0.2583 0.0194
H -1.8205 8.9806 4.3954 -0.0455 -0.0536 -0.1972
H -2.5458 9.3615 2.7955 0.1029 -0.1319 0.1276
H -3.1360 4.3541 3.8899 -0.1034 0.2038 -0.2175
H -3.8612 4.7352 2.2900 0.1776 0.0299 0.1274
H -4.8695 4.1318 3.6137 0.0492 0.3016 0.0776
C -6.8303 -5.9925 4.7211 0.0746 0.2359 0.4261
O -6.9191 -6.5701 3.4188 -0.1827 -0.3076 -0.1974
C -7.7613 -7.6145 3.3346 -0.0085 -0.0230 -0.0562
O -8.4137 -8.0735 4.2393 0.2981 0.2100 -0.3907
O -7.7487 -8.0577 2.0658 0.1100 0.2627 0.3631
C -8.6045 -9.1742 1.8278 -0.2632 -0.3643 -0.1506
H -6.1253 -5.1615 4.6707 -0.0768 -0.1220 -0.2478
H -7.8002 -5.6028 5.0374 0.0891 -0.1812 0.0192
H -6.4531 -6.7216 5.4417 -0.2024 0.0240 -0.0643
H -9.6455 -8.9116 2.0287 0.1455 -0.0709 0.1370
H -8.2983 -10.0304 2.4328 -0.1295 0.1560 0.0552
H -8.5139 -9.4452 0.7753 0.1741 0.2459 0.1034
C 7.7212 0.2675 -7.0425 0.2622 -0.3750 -0.0129
O 7.1070 1.5547 -7.0719 -0.4658 0.0945 0.1052
C 5.8083 1.5537 -6.7283 0.1004 0.2585 -0.0546
O 5.1567 0.5882 -6.4116 0.2438 0.2104 -0.0855
O 5.3557 2.8154 -6.7958 0.2941 -0.4335 -0.0127
C 3.9773 2.9524 -6.4505 -0.4900 0.1802 0.1055
H 8.7643 0.3890 -7.3364 -0.1833 0.2588 0.0107
H 7.6929 -0.1503 -6.0336 -0.1404 -0.0144 -0.1464
H 7.2381 -0.4065 -7.7536 -0.0508 0.0367 0.1944
H 3.8054 2.6369 -5.4189 -0.0148 -0.1079 -0.1708
H 3.3497 2.3824 -7.1390 0.0845 -0.0622 0.1828
H 3.7128 4.0068 -6.5367 0.2862 -0.0866 -0.0550
```
Positions in Å, forces in eV/Å.

The highest occupied orbital energy comes out at -8.8 eV. Its structure (SMILES) is COCCCCCCCCCCCc1c(I)c(N(C(C)=O)C(C)=O)c(CC(N)(N)N)c2c1C(=O)c1ccccc1C2=O.COC(=O)OC.COC(=O)OC.COC(=O)OC.COC(=O)OC.COC(=O)OC. Its net charge is 0. The value obtained for the HOMO-LUMO gap is 7.286 eV.

These are the Löwdin partial charges, in e, on atoms 1 to 6: number 1, C, carries -0.15; number 2, O, carries -0.25; number 3, C, carries -0.22; number 4, C, carries -0.17; number 5, C, carries -0.21; number 6, C, carries -0.21



[2]
Molecular formula: C32H55F7N6O6PS3
Method: DFT, wB97M-V/def2-TZVPD

The geometry in XYZ format:
```
110
Properties=species:S:1:pos:R:3:forces:R:3
N -4.6957 2.9141 -5.2077 0.5813 0.3942 0.7842
P -3.1004 2.4525 -5.3625 -0.6148 -0.8035 -0.5338
O -2.7980 3.0182 -6.8364 0.3866 0.2243 0.2781
N -2.2380 3.8228 -4.4261 0.5628 0.2883 0.1607
C -2.7901 4.9050 -3.8003 0.2373 0.4001 0.2386
C -1.7906 5.6598 -3.2192 -0.4335 -0.1717 -0.2171
C -1.8723 6.9113 -2.4150 0.7484 0.0454 -0.2068
C -0.5015 7.5442 -2.1354 -0.2199 -0.3541 0.3873
C 0.2635 6.7545 -1.0603 0.0344 0.0881 -0.3701
S -0.3729 7.1530 0.5797 0.1836 0.0480 0.0401
C -1.3000 5.7141 0.9678 0.2562 0.0515 0.0181
S -2.5083 5.8605 2.0264 -0.3083 -0.0885 0.1407
N -0.8339 4.5318 0.3536 -0.6398 -0.0534 0.3507
C 0.1309 3.7864 1.2040 -0.0187 0.3623 -0.3564
C -0.4794 2.6457 2.0094 0.5216 -0.2395 -0.0492
O -1.5118 1.9486 1.3326 -0.3179 0.0001 0.5003
C -1.5415 2.2355 -0.0435 -0.2108 -0.8344 0.9664
C -1.8861 3.6907 -0.2188 -0.4483 -0.2955 -0.0383
N -0.6420 5.0060 -3.5265 0.1323 -0.3990 -0.2441
C -0.9181 3.8995 -4.2295 -0.2143 0.2603 0.1302
S 0.3985 2.8342 -4.7064 0.5451 -0.2245 -0.7235
O 0.0734 2.1985 -5.9326 -0.3988 -0.1937 0.1387
O 1.5829 3.6105 -4.5606 0.0730 0.2472 0.3492
C 0.3789 1.5345 -3.3772 -0.3674 0.4267 0.0165
F 1.1044 0.5240 -3.8000 0.3214 -0.1820 -0.0601
F -0.9079 1.1582 -3.2876 -0.2340 -0.1321 0.0676
C 0.7923 2.0045 -1.9562 0.6871 -0.0142 -0.6485
F -0.0765 2.9769 -1.5825 2.5702 1.3921 -3.3443
F 0.6136 0.9411 -1.1703 0.7896 -0.7082 -0.2909
C 2.2487 2.5348 -1.7355 -0.5342 -0.1507 0.0231
F 2.5830 2.3037 -0.4902 0.2877 -0.2342 0.7091
F 2.2893 3.8411 -1.9353 -0.0106 0.6493 -0.2079
F 3.0910 1.9285 -2.5345 0.4139 -0.2934 -0.5260
H -4.9189 3.8821 -5.4113 -0.3216 -0.0929 -0.2486
H -5.1153 2.6234 -4.3318 -0.2677 -0.1562 -0.1225
H -2.6690 3.9733 -6.8778 -0.0783 0.0481 -0.3913
H -3.8443 5.0970 -3.7808 -0.1687 -0.0663 -0.0301
H -2.4985 7.6070 -2.9620 -0.2844 0.1300 0.1133
H -2.3156 6.6685 -1.4536 -0.4022 0.0783 0.1301
H -0.6878 8.5342 -1.7374 0.0651 0.3142 -0.1711
H 0.0792 7.6471 -3.0496 0.1088 0.0663 -0.1548
H 0.1118 5.6811 -1.1569 0.0965 -0.1082 0.0635
H 1.3316 6.9341 -1.1081 0.1609 0.2160 0.0955
H 0.9281 3.4312 0.5594 0.0245 -0.0825 0.0444
H 0.5899 4.4935 1.8856 0.1086 0.1100 0.1230
H 0.3322 1.9448 2.2157 0.1580 -0.0986 0.1405
H -0.8281 3.0086 2.9698 -0.4604 0.0188 0.0436
H -2.3267 1.6230 -0.4721 -0.2888 -0.1614 -0.0893
H -0.5992 1.9726 -0.5311 -2.6497 -0.4830 2.6443
H -2.8474 3.8343 0.2663 -0.0794 0.2170 0.1939
H -2.0228 3.8945 -1.2881 -0.0419 0.2609 0.0674
H 0.3127 5.2454 -3.2858 0.0035 0.1909 0.1389
C 1.2104 -3.4166 4.2157 -0.1404 0.0020 0.1610
C 2.2709 -2.3496 3.8924 -0.5932 -0.9779 -0.1686
C 3.5375 -2.6086 4.7040 0.2276 0.2184 0.2861
C 3.3477 -2.3335 6.1955 -0.1060 0.0329 -0.0284
C 2.8083 -0.9222 6.4388 0.4200 -0.1651 -0.1443
C 1.5884 -0.5522 5.5893 -0.9463 -0.0812 0.5896
N 1.7759 -0.9657 4.1632 1.4425 0.3171 0.2676
O 2.4475 -0.0867 3.5029 -0.4276 0.0802 -0.3255
C 0.3113 -1.1801 6.1745 0.0006 -0.1607 -0.0804
C 1.3833 0.9538 5.6309 0.1001 0.3469 -0.1412
C 2.5461 -2.5090 2.4061 0.2369 0.2974 -0.3824
H 1.4757 -4.3444 3.7106 0.0422 0.0228 -0.0752
H 1.1260 -3.6610 5.2712 0.0176 0.0676 -0.0017
H 0.2274 -3.1159 3.8521 0.0005 0.0241 -0.0102
H 4.3454 -1.9762 4.3222 -0.0670 0.0620 -0.0484
H 3.8493 -3.6430 4.5483 -0.0436 -0.0356 -0.0368
H 2.6842 -3.0771 6.6435 -0.0349 -0.0037 -0.0456
H 4.3054 -2.4419 6.7068 -0.0047 -0.0050 0.0268
H 2.5438 -0.8016 7.4909 -0.0390 0.0504 0.0088
H 3.6101 -0.2060 6.2349 -0.0390 0.0190 -0.0952
H -0.5350 -1.0179 5.5055 0.0038 -0.0071 -0.0151
H 0.0784 -0.7101 7.1295 0.0585 0.0880 -0.0102
H 0.3935 -2.2458 6.3668 0.0233 0.0204 -0.0259
H 2.2863 1.4988 5.3648 -0.0102 -0.0530 -0.0989
H 1.1012 1.2618 6.6372 -0.0431 -0.1189 0.0633
H 0.5883 1.2534 4.9459 -0.0166 -0.0072 0.0142
H 1.6243 -2.4102 1.8298 -0.0186 0.0109 0.0069
H 2.9518 -3.5028 2.2206 -0.0759 -0.0869 0.0875
H 3.2681 -1.7896 2.0254 -0.0440 0.0843 0.1133
C 1.2306 -5.7748 -2.6648 -0.0792 0.1246 -0.0316
C 0.5335 -6.3144 -1.4022 0.8670 0.1678 -0.7995
C -0.5590 -7.3056 -1.7923 -0.3792 -0.0531 0.0479
C -1.7471 -6.6354 -2.4795 0.0571 0.0991 0.0150
C -2.3099 -5.4965 -1.6274 -0.0341 -0.4229 0.0327
C -1.2644 -4.5019 -1.1137 0.0550 1.0004 -0.6256
N -0.0581 -5.2096 -0.5813 -1.1918 -1.2363 0.5372
O -0.2921 -5.6301 0.6171 0.4445 0.4090 0.1828
C -0.8649 -3.5114 -2.2221 0.1218 -0.0997 -0.1224
C -1.8739 -3.6646 0.0043 -0.0421 -0.0315 0.2442
C 1.6208 -7.0046 -0.5907 -0.0331 -0.1135 0.3263
H 1.9044 -6.5374 -3.0536 0.0166 -0.0525 0.0666
H 0.5499 -5.5273 -3.4751 -0.0120 0.0011 0.0348
H 1.8265 -4.8913 -2.4329 0.0046 0.0052 0.0254
H -0.9107 -7.8246 -0.8955 0.0507 0.0739 0.0610
H -0.1261 -8.0666 -2.4445 0.0577 0.0108 -0.0155
H -1.4663 -6.2697 -3.4706 0.0525 0.0189 0.0142
H -2.5310 -7.3757 -2.6462 -0.0169 0.0102 -0.0219
H -3.0603 -4.9429 -2.1958 -0.0206 0.0537 0.0259
H -2.8290 -5.9335 -0.7694 0.0856 0.0261 0.0641
H -0.0366 -2.8834 -1.8897 0.0306 -0.0125 0.0192
H -1.7094 -2.8613 -2.4519 -0.0688 -0.0156 0.0823
H -0.5781 -3.9877 -3.1559 0.0051 -0.0125 0.0392
H -2.3129 -4.2809 0.7845 0.0847 -0.0191 0.0125
H -2.6629 -3.0390 -0.4134 -0.0132 0.0150 -0.0662
H -1.1260 -3.0159 0.4628 0.0220 -0.0003 -0.0131
H 2.4403 -6.3172 -0.3754 -0.0060 0.0224 0.0020
H 2.0160 -7.8388 -1.1694 0.0233 0.0252 -0.0850
H 1.2475 -7.3982 0.3511 -0.0490 0.0572 -0.0171
```
Positions in Å, forces in eV/Å.

The highest occupied orbital energy (alpha / beta) comes out at -9.6 / -10.7 eV. The multiplicity is 3. The expectation value of S² is 2.008. Its net charge is +1. The value obtained for the HOMO-LUMO gap (alpha / beta) is 5.463 / 6.523 eV.

These are the Löwdin partial charges, in e, on atoms 1 to 6: number 1, N, carries -0.14; number 2, P, carries 0.90; number 3, O, carries -0.24; number 4, N, carries -0.10; number 5, C, carries -0.01; number 6, C, carries -0.18